An isolated ion of composition C22H42NO3 and charge +1 at a distorted geometry. Source: the Open Molecules 2025 dataset; level of theory: wB97M-V/def2-TZVPD.

Last column: Löwdin charge in e.
Atoms and positions in Å:
C1 9.0648 2.1005 1.9251  -0.114
C2 8.5254 1.5932 0.5938  -0.275
C3 7.2366 0.7944 0.7748  -0.234
C4 6.6880 0.2878 -0.5574  -0.215
C5 5.3968 -0.5055 -0.3673  -0.179
C6 4.8489 -0.9884 -1.7052  -0.135
O1 3.6740 -1.8063 -1.5250  0.034
C7 2.5209 -1.2030 -1.3911  -0.480
O2 2.3154 -0.0187 -1.4135  0.119
C8 1.4135 -2.2659 -1.2250  -0.005
N1 0.1148 -1.7521 -0.7278  -0.304
C9 -0.7721 -2.9082 -0.4802  0.022
C10 0.3115 -1.0309 0.5446  0.030
C11 -0.5017 -0.8661 -1.7655  -0.061
C12 -1.6181 0.0574 -1.2587  -0.171
O3 -2.5973 -0.6707 -0.5634  -0.153
C13 -3.9317 -0.1678 -0.6279  -0.245
C14 -4.8855 -1.2729 -0.1325  -0.061
C15 -5.6600 -0.5921 1.0007  -0.233
C16 -4.6951 -0.4516 2.1831  -0.116
C17 -3.7116 0.6309 1.6982  -0.098
C18 -4.2513 1.0248 0.3108  -0.387
C19 -3.7822 2.3824 -0.1796  -0.003
C20 -5.7858 0.8581 0.4958  -0.452
C21 -6.4055 1.8106 1.5189  -0.017
C22 -6.6123 1.0041 -0.7823  -0.014
H1 8.3388 2.7492 2.4102  0.072
H2 9.2812 1.2692 2.5921  0.072
H3 9.9808 2.6652 1.7737  0.070
H4 8.3341 2.4410 -0.0674  0.110
H5 9.2763 0.9620 0.1144  0.110
H6 6.4880 1.4264 1.2582  0.117
H7 7.4298 -0.0546 1.4341  0.118
H8 6.4969 1.1375 -1.2157  0.122
H9 7.4353 -0.3452 -1.0394  0.121
H10 4.6502 0.1272 0.1181  0.118
H11 5.5852 -1.3686 0.2746  0.125
H12 4.5932 -0.1386 -2.3440  0.135
H13 5.5630 -1.6377 -2.2126  0.139
H14 1.7906 -3.0299 -0.5413  0.155
H15 1.2682 -2.7345 -2.2027  0.160
H16 -0.3882 -3.5069 0.3433  0.120
H17 -0.8386 -3.5321 -1.3695  0.121
H18 -1.7657 -2.5362 -0.2330  0.101
H19 -0.6587 -0.7994 0.9783  0.103
H20 0.8683 -1.6564 1.2401  0.126
H21 0.8650 -0.1105 0.3700  0.114
H22 -0.8950 -1.5141 -2.5506  0.150
H23 0.2787 -0.2245 -2.1764  0.133
H24 -2.0542 0.5396 -2.1441  0.147
H25 -1.1955 0.8501 -0.6282  0.127
H26 -4.1287 0.1090 -1.6717  0.152
H27 -5.5432 -1.6230 -0.9251  0.119
H28 -4.3127 -2.1267 0.2289  0.116
H29 -6.5934 -1.0917 1.2494  0.153
H30 -5.2228 -0.1433 3.0833  0.113
H31 -4.1947 -1.3947 2.4023  0.112
H32 -3.6879 1.4933 2.3618  0.119
H33 -2.6929 0.2496 1.6251  0.100
H34 -2.7011 2.4807 -0.1092  0.076
H35 -4.2263 3.1654 0.4293  0.089
H36 -4.0779 2.5445 -1.2139  0.090
H37 -6.5266 2.7996 1.0832  0.088
H38 -5.8184 1.9112 2.4238  0.078
H39 -7.3924 1.4465 1.7952  0.097
H40 -6.3025 0.3391 -1.5805  0.075
H41 -7.6553 0.7921 -0.5585  0.096
H42 -6.5512 2.0261 -1.1489  0.090

Results
HOMO-LUMO gap in eV: 10.2
Energy relative to the best compared isomer or geometry (same formula, charge and spin) in eV: 0.060
Total charge: +1
LUMO in eV: -2.2
HOMO level in eV: -12.48

=====

A 8-piece molecular cluster, C24H66N2O16 overall at a distorted geometry. Source: the Open Molecules 2025 dataset; level of theory: wB97M-V/def2-TZVPD.

Last column: Löwdin charge in e.
Atoms and positions in Å:
C1 7.4574 13.1014 -18.2414  -0.114
O1 6.6187 13.8456 -17.4079  -0.189
C2 5.2655 13.5683 -17.5670  -0.233
C3 4.7025 14.3340 -18.7793  -0.198
N1 3.6805 13.6544 -19.5813  -0.055
C4 2.5349 13.2711 -18.7694  -0.231
C5 1.3841 12.7607 -19.5913  -0.222
O2 0.6727 13.8193 -20.2007  -0.192
C6 -0.3975 14.3314 -19.4731  -0.127
H1 8.4803 13.4041 -18.0101  0.090
H2 7.3169 13.3907 -19.2946  0.088
H3 7.3426 12.0315 -18.0847  0.088
H4 4.7042 13.9170 -16.6984  0.100
H5 5.1181 12.4797 -17.5803  0.121
H6 5.4950 14.7534 -19.4042  0.112
H7 4.2634 15.2773 -18.3734  0.118
H8 3.3459 14.2488 -20.3317  0.110
H9 2.1650 14.1185 -18.1661  0.115
H10 2.8373 12.4843 -18.0706  0.107
H11 0.6967 12.1077 -19.0247  0.123
H12 1.6578 12.0925 -20.4167  0.124
H13 -0.6011 15.3195 -19.8660  0.087
H14 -0.2401 14.3848 -18.3838  0.084
H15 -1.2626 13.6547 -19.5685  0.089
C7 -2.3954 6.7054 -10.5246  -0.085
O3 -1.6318 7.1583 -11.6390  -0.196
C8 -0.2592 6.8930 -11.6080  -0.258
C9 0.5154 8.0471 -12.1716  -0.173
N2 1.9045 7.5516 -12.4575  -0.057
C10 2.7993 8.6950 -12.8399  -0.195
C11 2.5591 9.2419 -14.2015  -0.208
O4 2.5641 8.2465 -15.2629  -0.200
C12 2.0041 8.7029 -16.4397  -0.127
H16 -2.1872 5.6397 -10.3320  0.094
H17 -3.4551 6.8410 -10.7027  0.077
H18 -2.0802 7.2515 -9.6221  0.084
H19 -0.0457 5.9189 -12.0922  0.134
H20 0.1138 6.6009 -10.6069  0.102
H21 0.5847 8.9083 -11.5123  0.129
H22 0.0047 8.2750 -13.1155  0.121
H23 1.7659 7.1412 -13.3909  0.105
H24 3.8246 8.3223 -12.7293  0.121
H25 2.6851 9.4956 -12.1052  0.118
H26 3.2468 10.0765 -14.4090  0.123
H27 1.5257 9.6286 -14.3019  0.102
H28 2.5738 9.5584 -16.8155  0.089
H29 0.9396 8.9523 -16.3449  0.096
H30 2.1296 7.8745 -17.1296  0.065
O5 1.2373 11.9035 -13.2229  -0.084
C13 2.1131 13.0405 -13.4086  -0.215
C14 2.4817 13.2753 -14.8655  -0.255
O6 1.3861 13.3985 -15.7512  -0.065
H31 0.3412 12.2599 -13.2164  0.089
H32 1.6998 13.9230 -12.9122  0.122
H33 3.0274 12.7860 -12.8663  0.121
H34 3.0485 12.3806 -15.1528  0.105
H35 3.1322 14.1482 -14.9127  0.121
H36 0.8191 12.6440 -15.5288  0.085
O7 0.3748 8.6306 -7.2682  -0.065
C15 0.4445 7.2249 -7.5853  -0.244
C16 -0.4900 6.5240 -6.6316  -0.229
O8 0.0905 6.4874 -5.2970  -0.078
H37 1.2035 9.0376 -7.5528  0.083
H38 0.0968 7.0622 -8.6173  0.081
H39 1.4466 6.7956 -7.5616  0.107
H40 -0.7394 5.5136 -6.9606  0.119
H41 -1.4440 7.0686 -6.5756  0.119
H42 0.1233 7.4106 -5.0116  0.078
O9 2.5197 6.6684 -20.6669  -0.058
C17 2.6038 8.0585 -20.4496  -0.264
C18 3.9356 8.7156 -20.2083  -0.226
O10 4.4038 8.5316 -18.8585  -0.092
H43 2.3091 6.2710 -19.8106  0.038
H44 2.0686 8.6585 -21.2002  0.117
H45 2.0087 8.2766 -19.5464  0.114
H46 3.7505 9.7932 -20.2582  0.108
H47 4.7462 8.5074 -20.9137  0.122
H48 4.7977 7.6456 -18.8553  0.041
O11 6.0343 7.0413 -7.6851  -0.070
C19 4.6503 7.3358 -8.0137  -0.245
C20 4.2599 6.9209 -9.4227  -0.239
O12 3.0270 7.5933 -9.7135  -0.104
H49 6.1584 7.3082 -6.7696  0.078
H50 3.9401 6.8638 -7.3112  0.113
H51 4.4447 8.4233 -7.9428  0.120
H52 4.0891 5.8311 -9.3854  0.123
H53 5.0802 7.1394 -10.1201  0.122
H54 2.7156 7.3586 -10.6133  0.045
O13 -3.9926 7.4891 -16.2906  -0.052
C21 -3.7687 7.0214 -14.9869  -0.275
C22 -4.2676 8.0352 -14.0050  -0.228
O14 -5.6724 8.3252 -14.2399  -0.076
H55 -4.9511 7.3973 -16.3816  0.089
H56 -4.3692 6.1177 -14.8025  0.124
H57 -2.7452 6.7491 -14.7446  0.117
H58 -3.7148 8.9655 -14.1864  0.122
H59 -4.1561 7.7643 -12.9535  0.102
H60 -5.7553 9.2577 -14.4360  0.076
O15 5.0499 5.8195 -18.1446  -0.066
C23 4.3143 4.6156 -17.9492  -0.211
C24 2.9798 4.9146 -17.2416  -0.177
O16 1.9101 5.1851 -18.1918  -0.092
H61 5.9708 5.6607 -17.9204  0.098
H62 4.0575 4.1222 -18.8944  0.123
H63 4.8530 3.8821 -17.3355  0.120
H64 3.0396 5.8317 -16.6544  0.107
H65 2.6813 4.0700 -16.6135  0.119
H66 1.4253 4.3921 -18.4278  0.091

Results
HOMO-LUMO gap in eV: 8.8
Energy relative to the best compared isomer or geometry (same formula, charge and spin) in eV: 2.161
LUMO in eV: 0.2
HOMO level in eV: -8.58

=====

C37H26N3O7P2ReSe2Te3 as an isolated structure at a distorted geometry. Source: the Open Molecules 2025 dataset; level of theory: wB97M-V/def2-TZVPD.

Last column: Löwdin charge in e.
Atoms and positions in Å:
Re1 -0.0639 -1.9835 1.5113  0.860
Se1 0.9890 -4.0418 0.6032  0.044
Te1 -0.1736 -5.2058 2.5287  0.479
Te2 -2.9957 -2.8118 4.4124  0.117
Se2 -1.9127 -3.3376 2.2445  -0.302
O1 2.0695 -2.3236 5.1245  0.088
C1 1.4165 -1.7798 4.2598  -0.552
O2 1.1248 -2.3751 3.1244  -0.359
C2 0.9406 -0.3726 4.4458  -0.057
C3 1.5403 0.3913 5.4280  0.071
C4 1.1331 1.6992 5.6280  -0.133
C5 0.0704 2.2347 4.9255  0.065
C6 -0.5582 1.4606 3.9818  -0.138
C7 -0.0920 0.1776 3.6686  -0.286
O3 -0.6314 -0.4484 2.6598  -0.299
N1 -1.7972 1.9122 3.3108  0.046
O4 -1.9885 3.0923 3.4408  0.000
O5 -0.9405 1.7610 0.5595  -0.339
N2 1.8337 2.5301 6.6149  -0.362
O6 2.7032 2.0069 7.2845  0.065
O7 1.5132 3.6993 6.7051  0.063
H1 2.3189 -0.0509 6.0328  0.134
H2 -0.2940 3.2331 5.1207  0.126
Te3 -1.5645 0.6585 -3.0943  1.287
C8 0.0040 0.9452 -4.4782  -0.546
C9 0.3965 2.2114 -4.8766  -0.137
C10 1.4875 2.3421 -5.7274  -0.160
N3 2.1923 1.3152 -6.1998  0.049
C11 1.7889 0.0964 -5.8273  -0.158
C12 0.7147 -0.1380 -4.9854  -0.126
C13 -0.3783 -0.0805 -1.4803  -0.847
P1 -1.2142 -1.3687 -0.5922  0.750
C14 -1.2115 -2.8249 -1.7150  -0.407
C15 -0.2026 -2.9399 -2.6634  -0.138
C16 -0.0476 -4.1163 -3.3868  -0.082
C17 -0.8929 -5.1923 -3.1566  -0.088
C18 -1.9000 -5.0844 -2.2062  -0.077
C19 -2.0556 -3.9088 -1.4880  -0.127
C20 -2.9895 -1.0399 -0.3069  -0.380
C21 -3.9523 -1.3204 -1.2758  -0.137
C22 -5.2855 -1.0171 -1.0415  -0.084
C23 -5.6671 -0.4484 0.1673  -0.083
C24 -4.7138 -0.1736 1.1368  -0.062
C25 -3.3761 -0.4534 0.8973  -0.116
P2 0.0797 1.2045 -0.3852  0.535
C26 0.8501 2.5756 -1.2998  -0.294
C27 2.1743 2.5515 -1.7242  -0.076
C28 2.7462 3.6658 -2.3238  -0.089
C29 1.9901 4.8153 -2.5041  -0.098
C30 0.6612 4.8450 -2.0947  -0.088
C31 0.0933 3.7321 -1.4897  -0.092
C32 1.5150 0.5341 0.5453  -0.293
C33 2.0650 -0.7327 0.3191  -0.201
C34 3.1245 -1.1971 1.1127  -0.099
C35 3.6362 -0.4031 2.1175  -0.066
C36 3.1188 0.8769 2.3202  -0.056
C37 2.0675 1.3379 1.5493  -0.066
H3 -0.1195 3.0930 -4.5220  0.087
H4 1.8205 3.3300 -6.0285  0.100
H5 2.3578 -0.7365 -6.2276  0.099
H6 0.4335 -1.1521 -4.7340  0.073
H7 0.4623 -2.0973 -2.8137  0.071
H8 0.7439 -4.1958 -4.1223  0.102
H9 -0.7600 -6.1168 -3.7050  0.099
H10 -2.5570 -5.9231 -2.0130  0.104
H11 -2.8359 -3.8380 -0.7393  0.092
H12 -3.6637 -1.7932 -2.2062  0.087
H13 -6.0272 -1.2340 -1.8001  0.100
H14 -6.7097 -0.2189 0.3511  0.099
H15 -5.0015 0.2560 2.0871  0.109
H16 -2.6332 -0.1730 1.6372  0.064
H17 2.7647 1.6513 -1.5945  0.111
H18 3.7803 3.6371 -2.6441  0.101
H19 2.4404 5.6935 -2.9511  0.097
H20 0.0698 5.7417 -2.2359  0.100
H21 -0.9305 3.7507 -1.1386  0.104
H22 1.7430 -1.2928 -0.5525  0.072
H23 3.5371 -2.1800 0.9307  0.097
H24 4.4344 -0.7729 2.7483  0.115
H25 3.5327 1.5080 3.0973  0.113
H26 1.6583 2.3276 1.7192  0.123

Results
HOMO-LUMO gap (alpha / beta) in eV: 6.3 / 5.6
Energy relative to the best compared isomer or geometry (same formula, charge and spin) in eV: 0.000
Total charge: -1
LUMO (alpha / beta) in eV: 1.1 / 0.4
⟨S²⟩: 3.803
Multiplicity: 4
HOMO level (alpha / beta) in eV: -5.12 / -5.15

=====

One molecule with the formula C4H11N3 at a distorted geometry. Source: the Open Molecules 2025 dataset; level of theory: wB97M-V/def2-TZVPD.

Last column: Löwdin charge in e.
Atoms and positions in Å:
H1 -3.3078 0.0879 1.6931  0.024
N1 -2.4486 -0.2905 1.3058  0.052
C1 -2.3113 0.1475 0.1040  -0.324
N2 -1.1891 -0.1718 -0.6105  -0.026
C2 -0.2131 -1.0750 -0.0144  -0.216
C3 1.1841 -0.8786 -0.6478  -0.188
C4 1.6385 0.5500 -0.4660  -0.290
N3 1.7353 1.0160 0.9474  -0.010
H2 -3.1699 0.6436 -0.3396  0.113
H3 -1.0754 0.3271 -1.4710  0.118
H4 0.0339 -0.7910 1.0186  0.100
H5 -0.6413 -2.0732 -0.1301  0.121
H6 1.0060 -1.0302 -1.7090  0.102
H7 1.8564 -1.6091 -0.2064  0.113
H8 0.9970 1.2522 -0.9799  0.088
H9 2.6733 0.7518 -0.8018  0.115
H10 0.8546 1.3537 1.3143  0.057
H11 2.3772 1.7895 0.9935  0.051

Results
HOMO-LUMO gap in eV: 9.7
Energy relative to the best compared isomer or geometry (same formula, charge and spin) in eV: 1.623
LUMO in eV: 0.9
HOMO level in eV: -8.84